{
  "formula": "C2H2F3I",
  "method": "the ωB97M-V functional and the def2-TZVPD basis",
  "orbital_gap_ev": 8.766,
  "relative_energy_kcal_mol": 74.73,
  "multiplicity": 1,
  "lumo_ev": 0.21,
  "max_force_ev_per_a": 5.8,
  "charge": 0,
  "elements": ["I", "C", "H", "F", "F", "C", "H", "F"],
  "xyz": [[0.90, 1.49, -2.00], [-1.08, -0.30, 0.50], [1.34, -0.93, -0.39], [-1.80, -0.32, -0.65], [1.66, 0.73, 0.77], [1.02, 0.22, -0.32], [-1.28, 0.60, 1.09], [-0.75, -1.49, 0.99]]
}

=====

{
  "formula": "C4H8O2",
  "method": "the ωB97M-V functional and the def2-TZVPD basis",
  "orbital_gap_ev": 9.533,
  "smiles": "CC(=O)O.C=C",
  "relative_energy_kcal_mol": 58.73,
  "multiplicity": 1,
  "lumo_ev": 1.01,
  "max_force_ev_per_a": 1.1,
  "charge": 0,
  "elements": ["H", "O", "H", "O", "H", "H", "H", "C", "H", "H", "C", "C", "H", "C"],
  "xyz": [[-2.28, -0.30, 1.31], [0.41, -1.12, -0.06], [2.71, 1.19, 0.42], [0.29, 1.11, -0.22], [-2.43, -1.09, -0.37], [2.94, -0.01, -0.86], [-0.69, -0.95, 0.19], [2.44, 0.18, 0.10], [-1.74, 1.83, 0.10], [-1.54, 0.89, -1.45], [0.94, 0.07, -0.07], [-1.65, 0.86, -0.36], [2.79, -0.56, 0.82], [-2.01, -0.31, 0.26]]
}

=====

{
  "formula": "C12H19N7O2",
  "method": "the ωB97M-V functional and the def2-TZVPD basis",
  "orbital_gap_ev": 9.471,
  "smiles": "CCOC(=O)CN(C#N)c1nc(N(C)C)nc(N(C)C)n1",
  "multiplicity": 1,
  "lumo_ev": 0.68,
  "max_force_ev_per_a": 1.0,
  "charge": 0,
  "elements": ["H", "C", "C", "H", "C", "H", "H", "H", "N", "H", "H", "H", "H", "H", "H", "C", "H", "H", "H", "C", "N", "N", "C", "N", "C", "H", "N", "C", "C", "H", "N", "O", "N", "H", "H", "O", "C", "H", "C", "C"],
  "xyz": [[0.93, 3.94, -1.55], [4.58, -1.31, 0.79], [2.98, 3.04, 0.07], [-1.74, 0.67, -1.63], [-5.06, 0.69, 0.69], [-5.69, 1.51, 0.35], [2.09, -3.44, 0.07], [0.50, 4.09, 0.17], [-1.39, -3.61, -1.02], [4.58, -0.23, 0.74], [-2.76, -0.72, -2.13], [-5.22, -1.36, 1.32], [3.36, 3.64, -0.76], [-0.25, 2.81, -0.82], [3.67, 2.24, 0.29], [0.66, 3.38, -0.65], [-6.60, -0.34, 1.76], [3.81, -3.70, -0.30], [2.86, 3.68, 0.94], [2.31, -0.96, 0.02], [1.14, -1.51, -0.35], [3.29, -1.80, 0.38], [-2.98, -0.12, -0.07], [2.54, 0.35, 0.05], [-1.20, -2.48, -1.02], [4.79, -1.63, 1.81], [-1.01, -1.17, -1.08], [3.10, -3.23, 0.38], [-2.13, -0.31, -1.33], [5.36, -1.71, 0.13], [1.71, 2.46, -0.30], [-2.64, -0.45, 1.03], [0.31, 0.68, -0.69], [-4.50, 1.00, 1.58], [-6.39, -0.88, 0.09], [-4.13, 0.47, -0.38], [-5.87, -0.56, 0.98], [3.27, -3.62, 1.39], [1.52, 1.13, -0.31], [0.21, -0.64, -0.67]]
}

=====

Number 1: electronic energy -18355.985 eV. Number 2: electronic energy -8370.735 eV. Number 3: electronic energy -27278.980 eV.